Entry 1:
# C3H6O3PS

The ion C3H6O3PS with charge -1 in a non-equilibrium geometry (the ωB97M-V functional and the def2-TZVPD basis, the OMol25 dataset).

Results
Net charge: -1
Energy above the lowest of the compared OMol25 structures with the same formula, charge and spin, kcal/mol: 44.6
SMILES: C=CC=[PH2]S(=O)(=O)[O-]
HOMO-LUMO gap (spin up / spin down), eV: 5.47 / 6.74

Atoms and positions in Å:
C  -3.3016  -0.4548  -0.3097
C  -2.0023  -0.5159  0.0583
C  -0.9592  0.3594  -0.2835
P  0.8022  0.3031  -0.0875
S  3.4237  0.1644  -0.1115
O  3.3732  1.1641  0.9552
O  3.6216  -1.2096  0.2789
O  4.0021  0.5824  -1.3675
H  -4.0791  -1.1615  0.1935
H  -3.6959  0.3931  -0.8711
H  -1.7908  -1.4432  0.7504
H  -1.4302  1.1136  -0.9837
H  1.2276  1.2142  0.7939
H  0.8086  -0.5095  0.9844

These are the natural (NBO) partial charges, in e, on atoms 1 to 6: number 1, C, carries -0.53; number 2, C, carries -0.20; number 3, C, carries -0.73; number 4, P, carries 0.42; number 5, S, carries 2.22; number 6, O, carries -0.96


Entry 2:
# C3H6O3S

An isolated molecule of C3H6O3S in a non-equilibrium geometry (the ωB97M-V functional and the def2-TZVPD basis, the OMol25 dataset).

Results
Net charge: 0
Energy above the lowest of the compared OMol25 structures with the same formula, charge and spin, kcal/mol: 9.9
SMILES: C[C@@H](O)C(=O)OS
HOMO-LUMO gap, eV: 9.81

Atoms and positions in Å:
C  -0.9212  1.4926  0.0626
C  0.2120  0.6674  -0.5986
O  1.3502  1.2910  -0.9805
C  0.5720  -0.5520  0.3103
O  1.6770  -0.7239  0.7325
O  -0.5306  -1.4264  0.4272
S  -0.0071  -2.9809  1.1276
H  -0.6025  1.8424  1.0160
H  -1.1617  2.4687  -0.5630
H  -1.7675  0.8017  0.0975
H  -0.0620  -0.0157  -1.3903
H  2.1414  0.7525  -0.6291
H  -0.9001  -3.6174  0.3876

These are the natural (NBO) partial charges, in e, on atoms 1 to 6: number 1, C, carries -0.62; number 2, C, carries 0.03; number 3, O, carries -0.71; number 4, C, carries 0.78; number 5, O, carries -0.58; number 6, O, carries -0.64


Entry 3:
# C3H6O3S

A cluster of 2 separate species, C3H6O3S in total in a non-equilibrium geometry (the ωB97M-V functional and the def2-TZVPD basis, the OMol25 dataset).

Results
Net charge: 0
Energy above the lowest of the compared OMol25 structures with the same formula, charge and spin, kcal/mol: 91.6
HOMO-LUMO gap (spin up / spin down), eV: 7.03 / 8.67

Atoms and positions in Å:
C  4.2513  -0.7160  -0.2041
C  -1.3487  0.8246  0.4034
C  -0.2687  -0.2542  0.3640
O  4.5673  -0.8935  0.9294
O  1.2437  0.6797  -1.8575
O  1.7390  1.9643  0.3434
S  1.4253  0.7606  -0.4121
H  4.6217  -1.1497  -1.1358
H  -2.3666  0.4741  0.6760
H  -1.0099  1.7531  1.0954
H  -1.4419  1.3885  -0.5598
H  -0.6872  -1.0490  -0.0588
H  0.0547  -0.5553  1.3524

These are the natural (NBO) partial charges, in e, on atoms 1 to 6: number 1, C, carries 0.34; number 2, C, carries -0.67; number 3, C, carries -0.45; number 4, O, carries -0.45; number 5, O, carries -0.87; number 6, O, carries -0.86


Entry 4:
# C3H6O3S

An isolated molecule of C3H6O3S in a non-equilibrium geometry (the ωB97M-V functional and the def2-TZVPD basis, the OMol25 dataset).

Results
Net charge: 0
Energy above the lowest of the compared OMol25 structures with the same formula, charge and spin, kcal/mol: 84.3
HOMO-LUMO gap (spin up / spin down), eV: 6.36 / 6.36

Atoms and positions in Å:
C  -0.7924  -0.4928  -0.0767
C  -0.0068  -1.3112  0.8882
C  -0.0283  0.6980  -0.6351
O  0.7969  2.4998  1.1395
O  0.2372  -0.7748  2.0828
O  0.5403  0.3730  -1.8757
S  1.3025  1.2654  0.6154
H  -1.1663  -1.0512  -0.8539
H  -1.6855  0.0001  0.4378
H  -0.4263  -2.2736  1.1486
H  0.9624  -1.6089  0.2835
H  -0.6274  1.5396  -0.8290
H  0.8936  1.1365  -2.3254

These are the natural (NBO) partial charges, in e, on atoms 1 to 6: number 1, C, carries -0.46; number 2, C, carries -0.07; number 3, C, carries -0.07; number 4, O, carries -0.79; number 5, O, carries -0.59; number 6, O, carries -0.70


Entry 5:
# C3H6O3Sm

A structure of composition C3H6O3Sm in a non-equilibrium geometry (the ωB97M-V functional and the def2-TZVPD basis, the OMol25 dataset).

Results
Net charge: +2
Energy above the lowest of the compared OMol25 structures with the same formula, charge and spin, kcal/mol: 68.7
HOMO-LUMO gap (spin up / spin down), eV: 5.74 / 9.60
⟨S²⟩: 12.03
Spin multiplicity: 7

Atoms and positions in Å:
O  2.2919  3.0737  0.7251
Sm  0.5219  2.0431  0.0121
C  -2.0998  -0.3139  -0.0659
O  -0.6891  -0.0470  -0.0701
C  0.1324  -1.1975  -0.1719
C  1.4538  -0.7212  -0.7245
O  2.5554  -0.8754  -0.3654
H  -2.6104  0.6389  -0.2343
H  -2.3385  -1.0192  -0.8717
H  -2.3878  -0.7281  0.9084
H  -0.3000  -1.9361  -0.8665
H  0.3009  -1.6550  0.8166
H  3.1693  2.7379  0.9081

These are the Mulliken partial charges, in e, on atoms 1 to 6: number 1, O, carries -0.71; number 2, Sm, carries 1.93; number 3, C, carries -0.59; number 4, O, carries -0.35; number 5, C, carries 0.07; number 6, C, carries -0.12


Entry 6:
# C3H6O4

A cluster of 2 separate species, C3H6O4 in total in a non-equilibrium geometry (the ωB97M-V functional and the def2-TZVPD basis, the OMol25 dataset).

Results
Net charge: 0
Energy above the lowest of the compared OMol25 structures with the same formula, charge and spin, kcal/mol: 157.4
HOMO-LUMO gap (spin up / spin down), eV: 8.75 / 6.60

Atoms and positions in Å:
C  -0.3930  0.6093  1.5153
C  -0.7031  -0.5200  0.6452
C  1.1965  0.3470  -2.0646
O  0.5432  -0.3729  1.0277
O  -0.6956  0.6633  2.8551
O  -1.5839  -1.4585  0.4125
O  -0.1383  0.1692  -1.8900
H  -0.3034  1.6077  1.0970
H  1.5816  -0.5410  -2.5938
H  1.6283  0.3446  -1.1339
H  1.3125  1.2671  -2.8417
H  -1.2819  -0.0090  3.1738
H  -1.1630  -2.1068  -0.2026

These are the natural (NBO) partial charges, in e, on atoms 1 to 6: number 1, C, carries 0.29; number 2, C, carries 0.64; number 3, C, carries -0.26; number 4, O, carries -0.42; number 5, O, carries -0.68; number 6, O, carries -0.62


Entry 7:
# C3H6OS

A structure of composition C3H6OS in a non-equilibrium geometry (the ωB97M-V functional and the def2-TZVPD basis, the OMol25 dataset).

Results
Net charge: 0
Energy above the lowest of the compared OMol25 structures with the same formula, charge and spin, kcal/mol: 79.6
HOMO-LUMO gap, eV: 10.13

Atoms and positions in Å:
C  0.2793  0.3421  1.2850
C  -0.2899  0.3572  -0.0894
C  -0.5385  -1.2357  -1.0986
O  1.5566  2.3780  0.0647
S  1.4414  0.9225  -0.0064
H  -0.2009  1.1125  1.7492
H  0.6166  -0.4940  2.0289
H  -1.2521  0.8501  -0.3105
H  -1.3736  -1.5186  -0.4994
H  0.4275  -1.7612  -0.9817
H  -0.6664  -0.9527  -2.1417

These are the natural (NBO) partial charges, in e, on atoms 1 to 6: number 1, C, carries -0.63; number 2, C, carries -0.41; number 3, C, carries -0.58; number 4, O, carries -0.96; number 5, S, carries 1.22; number 6, H, carries 0.24


Entry 8:
# C3H6OS

A structure of composition C3H6OS in a non-equilibrium geometry (the ωB97M-V functional and the def2-TZVPD basis, the OMol25 dataset).

Results
Net charge: 0
Energy above the lowest of the compared OMol25 structures with the same formula, charge and spin, kcal/mol: 93.4
HOMO-LUMO gap, eV: 9.05

Atoms and positions in Å:
C  0.8819  -0.8781  0.2724
C  0.6760  0.3150  -0.7133
C  -1.3354  0.7753  0.3123
H  1.5702  -0.5651  1.0149
H  -0.4296  -1.1709  0.5154
H  1.4185  -1.9312  -0.0864
H  1.5342  1.0474  -0.8688
H  0.0105  0.2246  -1.6977
H  -1.7774  1.1164  1.5437
O  -0.2470  1.3750  -0.0101
S  -2.3019  -0.3084  -0.2825

These are the natural (NBO) partial charges, in e, on atoms 1 to 6: number 1, C, carries -0.70; number 2, C, carries -0.11; number 3, C, carries 0.05; number 4, H, carries 0.22; number 5, H, carries 0.24; number 6, H, carries 0.24